# 1
Entry from the Open Molecules 2025 dataset: a structure of composition C3LuO3 in a non-equilibrium geometry (the ωB97M-V functional and the def2-TZVPD basis).

```
! wB97M-V def2-TZVPD RIJCOSX def2/J DEFGRID3
* xyz 1 1
C 1.346 1.878 -0.177
C 0.310 1.142 0.076
O 0.853 2.891 -0.915
O -1.094 -2.495 -0.249
O -0.128 0.740 1.327
C -1.940 -3.024 -0.788
Lu 0.652 -1.132 0.727
*
```

Calculated values
Energy relative to the best compared isomer or geometry (same formula, charge and spin) ... 83.81 kcal per mole
HOMO level (alpha / beta) ... -12.00 / -11.67 eV
LUMO energy (alpha / beta) ... -6.62 / -6.80 eV
Maximum force ... 0.207 hartree/bohr

Now the Löwdin charges, all in e: -0.115, -0.361, -0.041, -0.109, -0.359, 0.164, 1.821



# 2
Entry from the Open Molecules 2025 dataset: a cluster of 10 separate species, C52H121N5O11 in total in a non-equilibrium geometry (the ωB97M-V functional and the def2-TZVPD basis).

```
! wB97M-V def2-TZVPD RIJCOSX def2/J DEFGRID3
* xyz 0 1
C 0.613 2.442 -6.219
C 0.239 3.868 -6.048
O 1.070 4.339 -4.965
H 0.282 1.974 -5.244
H 1.686 2.333 -6.380
H -0.046 1.977 -7.034
H -0.844 3.964 -5.819
H 0.416 4.490 -6.866
H 0.851 5.298 -5.029
C -2.480 -0.103 5.659
C -1.466 0.516 4.676
O -1.522 -0.090 3.361
H -2.195 0.334 6.586
H -2.410 -1.171 5.701
H -3.538 0.147 5.442
H -0.489 0.520 5.187
H -1.631 1.604 4.569
H -0.862 -0.805 3.335
C -1.989 -4.617 -3.002
C -1.002 -3.814 -2.166
O 0.329 -4.226 -2.612
H -2.980 -4.591 -2.577
H -1.631 -5.636 -3.043
H -2.037 -4.154 -3.929
H -1.068 -4.012 -1.106
H -1.129 -2.740 -2.191
H 0.366 -5.163 -2.773
C 0.531 0.744 0.537
C -0.624 0.012 -0.202
O -0.372 -1.370 -0.144
H 1.509 0.717 -0.011
H 0.744 0.168 1.455
H 0.249 1.779 0.645
H -0.663 0.348 -1.244
H -1.576 0.177 0.335
H 0.375 -1.651 -0.733
C -3.306 2.163 1.796
C -2.042 2.879 2.189
O -1.880 4.113 1.527
H -3.523 1.339 2.428
H -3.388 1.827 0.770
H -4.176 2.780 1.808
H -1.200 2.234 1.935
H -1.974 3.005 3.276
H -2.658 4.657 1.749
C -2.053 7.105 -5.154
O -2.111 7.740 -3.933
C -1.042 7.519 -3.050
C -1.387 6.448 -2.033
N -1.419 5.183 -2.725
C -1.945 4.097 -1.915
C -2.123 2.823 -2.684
O -2.871 1.984 -1.826
C -3.163 0.696 -2.348
H -1.409 7.603 -5.853
H -3.009 7.102 -5.620
H -1.748 6.120 -4.911
H -0.737 8.455 -2.645
H -0.192 7.068 -3.654
H -2.379 6.578 -1.668
H -0.742 6.553 -1.160
H -0.463 5.024 -3.022
H -2.958 4.352 -1.624
H -1.326 3.932 -1.003
H -1.164 2.364 -2.932
H -2.671 3.027 -3.630
H -3.907 0.730 -3.145
H -3.453 0.019 -1.540
H -2.251 0.284 -2.829
C 0.563 -4.693 0.799
C 1.034 -4.472 2.253
C 2.413 -5.163 2.423
C 2.980 -4.737 3.782
C 3.163 -3.208 3.786
C 1.806 -2.517 3.674
N 1.215 -3.023 2.447
O -0.111 -2.457 2.331
C 0.919 -2.667 4.930
C 2.107 -1.023 3.440
C -0.108 -5.042 3.127
H -0.518 -4.494 0.693
H 0.736 -5.728 0.439
H 1.121 -3.995 0.117
H 2.413 -6.239 2.283
H 3.047 -4.662 1.648
H 3.985 -5.179 3.982
H 2.299 -5.052 4.561
H 3.734 -3.007 2.876
H 3.727 -2.814 4.639
H 1.167 -1.950 5.737
H -0.134 -2.512 4.645
H 1.043 -3.660 5.316
H 2.845 -0.722 4.201
H 2.634 -0.843 2.506
H 1.192 -0.402 3.524
H -0.501 -5.966 2.634
H -0.941 -4.393 3.274
H 0.162 -5.403 4.107
H -0.110 -1.988 1.514
C 2.505 0.527 -3.064
C 2.946 -0.794 -3.713
C 4.326 -0.515 -4.322
C 5.474 -0.411 -3.244
C 5.438 -1.645 -2.309
C 4.021 -1.949 -1.675
N 2.964 -1.950 -2.760
O 1.648 -1.988 -2.193
C 3.979 -3.329 -1.008
C 3.718 -0.974 -0.579
C 2.016 -1.143 -4.834
H 3.393 0.940 -2.606
H 1.683 0.377 -2.385
H 2.201 1.052 -3.921
H 4.655 -1.326 -4.970
H 4.254 0.450 -4.842
H 5.376 0.515 -2.630
H 6.429 -0.395 -3.770
H 6.102 -1.574 -1.468
H 5.668 -2.563 -2.936
H 3.023 -3.417 -0.544
H 4.126 -4.132 -1.756
H 4.688 -3.601 -0.204
H 3.828 0.071 -0.940
H 2.696 -1.114 -0.251
H 4.390 -1.222 0.231
H 1.945 -0.297 -5.550
H 1.028 -1.407 -4.498
H 2.410 -1.959 -5.421
H 1.429 -2.893 -2.390
C -5.979 -0.982 1.164
C -4.971 -2.100 1.523
C -4.887 -2.143 3.068
C -4.145 -3.349 3.625
C -4.692 -4.614 3.063
C -4.693 -4.653 1.543
N -5.371 -3.411 1.003
O -5.054 -3.495 -0.448
C -3.224 -4.799 0.990
C -5.495 -5.805 1.060
C -3.553 -1.707 1.031
H -7.024 -1.184 1.419
H -5.820 -0.649 0.149
H -5.811 -0.053 1.789
H -4.333 -1.201 3.357
H -5.848 -2.152 3.553
H -4.274 -3.377 4.734
H -3.050 -3.241 3.521
H -5.718 -4.761 3.375
H -4.126 -5.479 3.414
H -2.956 -5.857 0.841
H -3.043 -4.304 0.055
H -2.519 -4.427 1.702
H -5.515 -5.988 -0.035
H -5.165 -6.813 1.428
H -6.567 -5.651 1.396
H -2.689 -2.271 1.367
H -3.400 -0.657 1.298
H -3.590 -1.705 -0.050
H -5.890 -3.850 -0.800
C 3.075 5.423 -0.630
C 2.414 4.054 -0.432
C 3.357 2.845 -0.695
C 4.384 2.611 0.418
C 3.582 2.465 1.708
C 2.627 3.611 2.052
N 1.748 3.816 0.883
O 1.014 4.980 1.173
C 1.784 3.108 3.249
C 3.453 4.851 2.473
C 1.345 3.945 -1.421
H 2.414 6.210 -0.224
H 3.245 5.640 -1.688
H 4.008 5.669 -0.061
H 2.692 1.951 -0.656
H 3.761 2.893 -1.694
H 5.072 3.456 0.451
H 4.929 1.667 0.291
H 4.273 2.349 2.511
H 3.042 1.490 1.667
H 0.895 3.794 3.357
H 1.385 2.085 3.132
H 2.398 3.097 4.210
H 4.376 4.876 1.906
H 2.866 5.787 2.386
H 3.708 4.800 3.521
H 0.872 2.993 -1.407
H 1.744 4.148 -2.417
H 0.568 4.642 -1.228
H 0.099 4.689 1.176
*
```

Calculated values
SMILES ... CC1(C)CCCC(C)(C)N1O.CC1(C)CCCC(C)(C)N1O.CC1(C)CCCC(C)(C)N1O.CC1(C)CCCC(C)(C)N1O.COCCNCCOC.CCO.CCO.CCO.CCO.CCO
HOMO level ... -8.49 eV
LUMO energy ... 0.60 eV
Maximum force ... 0.056 hartree/bohr

Löwdin atomic charge list, values in e, 99 entries: -0.100, -0.340, -0.105, 0.080, 0.076, 0.106, 0.112, 0.090, 0.080, -0.072, -0.282, -0.096, 0.057, 0.056, 0.079, 0.106, 0.088, 0.033, -0.045, -0.245, -0.098, 0.069, 0.079, 0.056, 0.064, 0.108, 0.084, -0.053, -0.251, -0.114, 0.051, 0.059, 0.048, 0.098, 0.100, 0.078, -0.068, -0.304, -0.080, 0.045, 0.065, 0.069, 0.085, 0.099, 0.109, -0.125, -0.170, -0.198, -0.210, -0.053, -0.204, -0.223, -0.207, -0.099, 0.083, 0.083, 0.046, 0.112, 0.128, 0.113, 0.116, 0.074, 0.128, 0.107, 0.110, 0.136, 0.087, 0.073, 0.084, -0.035, -0.479, -0.112, -0.175, -0.132, -0.518, -0.040, -0.060, -0.003, -0.031, -0.028, 0.052, 0.103, 0.078, 0.119, 0.115, 0.121, 0.085, 0.115, 0.126, 0.098, 0.076, 0.055, 0.093, 0.069, 0.062, 0.099, 0.046, 0.066, 0.028



no.,E_tot (Eh)
1,-1575.01500
2,-3155.00593